No. 1
Entry from the Open Molecules 2025 dataset: C11H17NO2S as an isolated structure (ωB97M-V/def2-TZVPD).

relative energy (zero: lowest compared OMol25 entry of this formula, charge and spin)	13.048	eV
E_LUMO	0.091	eV
DFT total energy	-1032.2993	hartree
HOMO level	-8.28	eV
Kohn-Sham gap	0.30773	hartree

Geometry as ORCA input:
```
! RIJCOSX wB97M-V def2-TZVPD def2/J DEFGRID3
* xyz 0 1
C -1.175 2.219 0.206
C -0.386 0.406 -0.811
C -1.057 -0.749 -0.721
C -2.461 -0.658 -1.064
C -3.290 -0.519 0.287
C -0.377 -1.937 -1.057
C 1.047 -1.829 -0.750
C 1.810 -0.696 -0.714
C 4.156 -1.415 0.883
C 1.019 0.506 -0.747
C 1.916 2.527 0.339
H -2.219 2.559 0.862
H -0.851 3.363 -0.358
H -0.055 1.764 0.942
H -2.541 0.336 -1.535
H -2.863 -1.552 -1.606
H -3.245 0.486 0.600
H -4.405 -1.010 0.029
H -3.873 -2.030 1.428
H -1.965 -0.699 1.778
H -0.675 -2.906 -1.127
H 1.711 -2.609 -0.730
H 3.832 -0.747 1.792
H 5.231 -1.283 0.900
H 3.819 -2.542 0.819
H 2.201 3.449 -0.209
H 2.684 1.843 1.074
H 0.903 2.784 1.012
N -2.761 -1.693 0.929
O -1.384 1.473 -0.952
O 1.701 1.748 -0.912
S 3.554 -0.588 -0.588
*
```

Löwdin atomic charge list, values in e, 4 entries: number 1, C, carries -0.16; number 2, C, carries -0.17; number 3, C, carries -0.26; number 4, C, carries -0.16


No. 2
Entry from the Open Molecules 2025 dataset: one molecule with the formula C4H10N2 (ωB97M-V/def2-TZVPD).

relative energy (zero: lowest compared OMol25 entry of this formula, charge and spin)	2.893	eV
E_LUMO	1.032	eV
DFT total energy	-267.8190	hartree
HOMO level	-8.93	eV
Kohn-Sham gap	0.36600	hartree

Geometry as ORCA input:
```
! RIJCOSX wB97M-V def2-TZVPD def2/J DEFGRID3
* xyz 0 1
C 1.477 -0.836 -0.853
C 0.166 -0.096 -1.021
C -0.328 0.481 0.336
C -1.143 1.613 0.430
N -2.046 1.731 1.488
N 1.440 -2.073 0.087
H 2.403 -0.239 -0.487
H 1.758 -1.039 -1.771
H 0.223 0.767 -1.716
H -0.567 -0.803 -1.509
H 0.087 0.137 1.263
H -1.398 2.126 -0.465
H -1.514 2.095 2.404
H -2.488 0.862 1.873
H 1.392 -2.855 -0.581
H 0.539 -1.873 0.522
*
```

Löwdin atomic charge list, values in e, 4 entries: number 1, C, carries -0.29; number 2, C, carries -0.21; number 3, C, carries -0.08; number 4, C, carries -0.24


No. 3
Entry from the Open Molecules 2025 dataset: a 2-piece molecular cluster, CH5OS overall (ωB97M-V/def2-TZVPD).

relative energy (zero: lowest compared OMol25 entry of this formula, charge and spin)	0.731	eV
E_LUMO	4.352	eV
DFT total energy	-514.5300	hartree
HOMO level	-2.55	eV
Kohn-Sham gap	0.25372	hartree

Geometry as ORCA input:
```
! RIJCOSX wB97M-V def2-TZVPD def2/J DEFGRID3
* xyz -1 1
O 0.213 2.532 2.061
H -0.251 1.651 1.689
C -0.076 -1.472 -1.035
S -1.071 -0.056 -0.265
H 0.183 -2.244 -0.373
H 0.953 -1.335 -1.586
H -0.809 -1.859 -1.774
H 0.858 2.783 1.284
*
```

Löwdin atomic charge list, values in e, 4 entries: number 1, O, carries -0.24; number 2, H, carries -0.01; number 3, C, carries -0.71; number 4, S, carries -0.01


No. 4
Entry from the Open Molecules 2025 dataset: C45H100B4F16HgN5 as an isolated structure (ωB97M-V/def2-TZVPD).

relative energy (zero: lowest compared OMol25 entry of this formula, charge and spin)	3.924	eV
E_LUMO	-5.485	eV
DFT total energy	-3898.8576	hartree
HOMO level	-15.36	eV
Kohn-Sham gap	0.36302	hartree

Geometry as ORCA input:
```
! RIJCOSX wB97M-V def2-TZVPD def2/J DEFGRID3
* xyz 3 1
Hg -16.244 12.772 32.795
C -21.211 14.346 28.969
C -21.513 13.607 30.220
C -21.171 12.116 30.112
N -22.085 11.037 30.916
C -22.061 11.426 32.416
C -20.795 10.991 33.181
C -20.550 9.487 33.110
C -20.530 9.185 31.610
C -21.743 9.550 30.780
C -23.498 11.164 30.408
H -20.153 14.310 28.709
H -21.496 15.368 29.221
H -21.855 14.042 28.144
H -22.553 13.671 30.542
H -21.043 13.993 31.124
H -20.160 12.053 30.515
H -21.099 11.709 29.104
H -22.420 12.433 32.626
H -22.861 10.896 32.933
H -20.051 11.630 32.705
H -20.897 11.233 34.239
H -19.610 9.326 33.639
H -21.365 9.090 33.714
H -19.645 9.603 31.131
H -20.341 8.156 31.302
H -21.491 9.329 29.743
H -22.632 9.054 31.171
H -24.182 10.448 30.862
H -23.544 10.940 29.342
H -24.001 12.117 30.577
C -17.304 7.785 28.562
C -17.137 7.738 27.036
C -18.127 6.682 26.371
N -18.087 6.545 24.817
C -18.019 7.944 24.137
C -18.143 7.738 22.542
C -19.500 7.108 22.242
C -19.614 5.763 22.816
C -19.403 5.780 24.444
C -16.879 5.576 24.472
H -16.950 6.917 29.120
H -18.352 7.818 28.859
H -16.856 8.703 28.942
H -16.073 7.601 26.842
H -17.361 8.711 26.598
H -19.114 7.069 26.627
H -18.095 5.710 26.862
H -18.828 8.549 24.546
H -17.118 8.509 24.376
H -18.098 8.692 22.015
H -17.298 7.113 22.251
H -20.204 7.868 22.582
H -19.701 6.935 21.185
H -20.607 5.315 22.773
H -18.879 4.994 22.581
H -20.355 6.118 24.852
H -19.412 4.771 24.855
H -16.900 5.268 23.427
H -16.995 4.695 25.103
H -16.088 6.299 24.671
C -17.653 9.036 35.872
C -17.508 9.959 37.096
C -18.476 11.315 36.959
N -18.636 12.135 38.142
C -17.227 12.738 38.519
C -17.352 13.798 39.647
C -18.289 14.983 39.235
C -19.726 14.417 38.959
C -19.724 13.263 37.964
C -19.104 11.242 39.414
H -17.358 9.576 34.972
H -18.622 8.572 35.686
H -17.045 8.142 36.005
H -16.438 10.130 37.214
H -17.857 9.377 37.949
H -19.486 10.936 36.805
H -18.265 11.960 36.106
H -16.896 13.350 37.680
H -16.538 11.894 38.482
H -16.324 14.142 39.764
H -17.542 13.497 40.677
H -17.955 15.449 38.309
H -18.310 15.769 39.990
H -20.529 15.149 38.878
H -20.058 13.994 39.907
H -19.563 13.597 36.939
H -20.688 12.755 37.948
H -20.015 10.708 39.145
H -19.171 12.027 40.167
H -18.274 10.557 39.591
C -6.932 8.670 33.603
C -8.351 8.522 33.280
C -8.993 9.940 33.444
N -10.489 10.095 33.237
C -10.898 9.590 31.817
C -12.393 9.737 31.546
C -13.111 8.684 32.534
C -12.856 9.078 34.017
C -11.322 9.259 34.355
C -10.951 11.578 33.352
H -6.360 9.166 32.819
H -6.473 7.700 33.796
H -6.763 9.294 34.480
H -8.891 7.694 33.738
H -8.474 8.134 32.269
H -8.513 10.694 32.820
H -8.965 10.354 34.452
H -10.692 8.550 31.564
H -10.333 10.239 31.148
H -12.477 9.307 30.548
H -12.761 10.761 31.480
H -12.785 7.661 32.348
H -14.185 8.736 32.354
H -13.089 8.264 34.703
H -13.387 9.975 34.334
H -10.907 8.255 34.277
H -11.221 9.706 35.344
H -10.763 11.799 34.402
H -12.038 11.605 33.279
H -10.404 12.290 32.733
C -11.364 4.506 35.390
C -12.599 4.864 34.702
C -13.605 3.704 34.564
N -14.987 3.941 33.897
C -15.834 4.827 34.869
C -17.196 5.251 34.302
C -16.922 5.984 32.909
C -16.208 5.068 31.922
C -14.742 4.709 32.609
C -15.505 2.462 33.685
H -11.079 3.571 34.908
H -11.576 4.375 36.452
H -10.572 5.214 35.146
H -12.289 5.075 33.679
H -13.055 5.759 35.125
H -13.791 3.216 35.521
H -13.075 2.918 34.026
H -15.122 5.630 35.064
H -16.164 4.368 35.801
H -17.721 5.855 35.042
H -17.827 4.364 34.258
H -16.323 6.893 32.845
H -17.896 6.328 32.561
H -16.096 5.574 30.963
H -16.736 4.142 31.694
H -14.361 5.707 32.822
H -14.013 4.177 31.997
H -16.522 2.527 33.300
H -15.551 1.968 34.655
H -14.835 1.892 33.040
B -16.919 10.386 32.271
F -17.071 11.238 31.231
F -17.729 10.964 33.155
F -17.326 9.131 31.849
F -15.632 10.526 32.698
B -18.332 14.379 32.994
F -19.360 15.150 33.417
F -17.807 13.564 34.000
F -18.809 13.504 31.973
F -17.212 14.968 32.449
B -15.013 12.610 35.088
F -14.592 12.385 36.382
F -15.304 13.941 34.846
F -14.190 12.289 34.082
F -16.165 11.950 34.947
B -14.491 14.061 31.006
F -15.795 13.716 30.683
F -13.819 14.695 30.044
F -14.642 14.864 32.171
F -13.871 12.871 31.458
*
```

Löwdin atomic charge list, values in e, 4 entries: number 1, Hg, carries 1.52; number 2, C, carries -0.08; number 3, C, carries -0.25; number 4, C, carries -0.06